Record 1
Density functional theory data (ωB97M-V/def2-TZVPD) for the molecule C8H11NO.

Each line ends with the natural charge from an NBO analysis.
Element x y z (Å)
C1 -2.08910 -1.00113 -0.20259  -0.391
C2 -0.91043 -1.63888 -0.25566  -0.055
C3 -2.11849 0.35100 0.15565  0.316
C4 -2.62531 1.56097 0.11259  -0.505
C5 0.61624 1.60315 0.09636  0.689
C6 0.37123 -0.86992 -0.13804  -0.121
C7 2.10912 1.43723 -0.38279  -0.717
C8 1.36310 -1.75242 0.61120  -0.610
N1 0.12164 0.39289 0.45001  -0.520
O1 0.05646 2.66848 0.27888  -0.637
H1 -2.97235 -1.53564 -0.29093  0.252
H2 -0.60133 -2.66471 -0.57024  0.220
H3 -1.97041 2.34766 0.60571  0.322
H4 -3.71231 1.64550 -0.12184  0.243
H5 0.59138 -0.91060 -1.28736  0.199
H6 2.46245 2.52644 -0.41877  0.234
H7 2.03653 1.07897 -1.34242  0.217
H8 2.52777 0.84932 0.37684  0.219
H9 2.23893 -1.17878 0.88762  0.221
H10 1.61752 -2.65802 -0.07142  0.205
H11 0.88737 -2.25151 1.50719  0.217

The total energy comes out at -12007.27598 eV. As for the frontier orbital gap (alpha / beta): 0.321 / 0.321 hartree. For the energy above the lowest of the compared OMol25 structures with the same formula, charge and spin, the calculation gives 5.1245 eV.

---

Record 2
Density functional theory data (ωB97M-V/def2-TZVPD) for C8H11NO as an isolated structure.

Each line ends with the Mulliken spin population.
Element x y z (Å)
C1 0.00168 1.53335 0.04124  -0.063
C2 1.81818 -0.50890 0.29952  0.696
C3 -1.69691 -0.60631 1.38699  -0.006
C4 -2.48656 -0.30787 0.16843  0.062
C5 -1.00999 -0.65479 0.09974  -0.028
C6 2.70616 0.57855 0.74934  0.072
C7 0.09646 -0.12468 -1.90889  -0.001
C8 0.07600 0.23580 -0.42850  0.492
N1 -0.14533 2.65918 0.23761  0.181
O1 1.90363 -1.64813 0.06561  0.499
H1 -1.37841 0.25535 1.99830  -0.003
H2 -1.94541 -1.49361 1.83302  0.001
H3 -3.25902 -1.10965 -0.10687  0.002
H4 -2.68414 0.75460 0.17691  0.002
H5 -1.01325 -1.71180 -0.15822  -0.011
H6 3.12835 1.09933 -0.09794  0.057
H7 3.40618 0.08134 1.34620  -0.012
H8 2.06336 1.30243 1.12273  0.029
H9 0.91365 0.57592 -2.34079  0.004
H10 0.44378 -1.08631 -2.10698  -0.001
H11 -0.93841 0.17620 -2.37745  0.029

The expectation value of S² is 2.015. As for the spin multiplicity: 3. The total energy comes out at -12004.87447 eV. As for the frontier orbital gap (alpha / beta): 0.226 / 0.307 hartree. For the energy above the lowest of the compared OMol25 structures with the same formula, charge and spin, the calculation gives 1.3554 eV.

---

Record 3
Density functional theory data (ωB97M-V/def2-TZVPD) for the molecule C8H11NO2.

Each line ends with the natural charge from an NBO analysis.
Element x y z (Å)
C1 2.31217 -0.18451 -1.14494  -0.612
C2 1.35883 -0.50325 -0.06947  -0.086
C3 1.96189 -0.37341 1.30173  -0.629
N1 -0.04800 0.04166 -0.13041  -0.362
C4 -0.26001 1.35496 -0.02085  0.051
C5 -1.48308 1.81691 -0.00654  -0.332
C6 -2.52360 0.86684 -0.07770  -0.200
C7 -2.28077 -0.50539 0.07393  0.194
O1 -3.31586 -1.31589 0.00336  -0.645
C8 -1.02219 -0.97293 -0.15233  0.550
O2 -0.75770 -2.16235 -0.23789  -0.631
H1 2.02960 -0.69373 -2.12485  0.217
H2 3.26379 -0.54287 -0.92563  0.222
H3 2.44740 0.86377 -1.32635  0.202
H4 1.08744 -1.55901 -0.17894  0.265
H5 2.86114 -1.06865 1.42448  0.225
H6 2.14071 0.61741 1.73185  0.210
H7 1.27166 -0.92190 1.97619  0.222
H8 0.62214 2.03549 0.10796  0.213
H9 -1.87163 2.79032 -0.21799  0.229
H10 -3.62427 1.35026 -0.21291  0.208
H11 -4.16967 -0.93375 0.20732  0.489

The total energy comes out at -14057.94831 eV. As for the frontier orbital gap: 0.319 hartree. For the energy above the lowest of the compared OMol25 structures with the same formula, charge and spin, the calculation gives 2.1357 eV.

---

Record 4
Density functional theory data (ωB97M-V/def2-TZVPD) for the molecule C8H11NO3.

Each line ends with the natural charge from an NBO analysis.
Element x y z (Å)
C1 1.43128 0.01578 -1.52097  -0.731
C2 0.70605 0.06195 -0.27233  0.283
C3 1.31116 0.15561 0.96770  -0.146
N1 2.62779 -0.02239 1.18605  0.505
O1 3.24469 -0.62447 0.35301  -0.388
O2 3.16802 0.36459 2.23969  -0.364
C4 0.26833 0.22701 2.01324  0.563
O3 0.39500 0.03106 3.21307  -0.500
C5 -1.06018 0.58507 1.27726  -0.502
C6 -0.81834 0.11239 -0.16192  -0.086
C7 -1.33126 -1.37441 -0.26017  -0.596
C8 -1.54478 0.84169 -1.34529  -0.621
H1 1.30092 0.88606 -2.15285  0.251
H2 1.03044 -0.89370 -1.98583  0.241
H3 2.44680 -0.36432 -1.32301  0.287
H4 -2.15545 0.34315 1.63471  0.243
H5 -1.11197 1.66398 1.31725  0.240
H6 -2.32497 -1.31758 0.05699  0.214
H7 -0.91292 -1.99658 0.54898  0.223
H8 -1.30907 -1.73008 -1.24787  0.213
H9 -0.98362 1.72455 -1.66927  0.225
H10 -2.37332 1.24921 -0.83256  0.218
H11 -2.00461 0.06141 -2.03587  0.228

The total energy comes out at -16102.30694 eV. As for the frontier orbital gap: 0.339 hartree. For the energy above the lowest of the compared OMol25 structures with the same formula, charge and spin, the calculation gives 4.8427 eV.

---

Record 5
Density functional theory data (ωB97M-V/def2-TZVPD) for the molecule C8H11NO3S.

Each line ends with the natural charge from an NBO analysis.
Element x y z (Å)
O1 4.91368 -0.36091 1.46998  -0.935
S1 4.35700 -0.01900 0.21484  2.221
O2 4.48493 -0.84230 -0.91139  -0.953
N1 2.75969 0.19856 0.39425  -0.910
C1 1.89441 0.31157 -0.74009  -0.231
C2 0.41916 0.28671 -0.35318  -0.034
C3 -0.09258 -0.99060 -0.33224  -0.210
C4 -1.43695 -1.15153 -0.04892  -0.181
C5 -2.25997 -0.09540 0.09085  -0.087
C6 -3.64111 -0.22130 0.63135  -0.062
O3 -4.21846 -1.49037 0.59966  -0.706
C7 -1.69938 1.17161 0.00332  -0.168
C8 -0.38195 1.40908 -0.11853  -0.222
H1 4.89944 1.13994 -0.16762  -0.047
H2 2.24834 0.35467 1.27635  0.433
H3 2.05573 -0.41399 -1.45426  0.221
H4 2.15638 1.32296 -1.16223  0.178
H5 0.69485 -1.74764 -0.35551  0.224
H6 -1.87008 -2.18308 -0.17441  0.225
H7 -3.66122 0.20729 1.62183  0.196
H8 -4.38759 0.43070 -0.00256  0.160
H9 -4.59473 -1.64310 -0.22858  0.469
H10 -2.54068 1.98329 0.09068  0.204
H11 -0.09892 2.34282 -0.34358  0.213

The total energy comes out at -26939.81549 eV. As for the frontier orbital gap: 0.368 hartree. For the energy above the lowest of the compared OMol25 structures with the same formula, charge and spin, the calculation gives 2.9900 eV.

---

Record 6
Density functional theory data (ωB97M-V/def2-TZVPD) for a 3-piece molecular cluster, C8H11NO3S2 overall.

Each line ends with the natural charge from an NBO analysis.
Element x y z (Å)
O1 0.94382 2.67660 0.00990  -0.553
N1 0.14959 1.56010 0.07096  -0.188
C1 -1.16557 1.96719 0.52380  -0.042
C2 -2.02442 1.04297 1.08014  -0.225
C3 -1.62214 -0.44505 1.16996  -0.477
C4 -0.16603 -0.58926 1.08842  -0.260
C5 0.67701 0.34827 0.55707  -0.020
H1 1.23773 2.73616 -0.95930  0.469
H2 -1.18122 2.98278 0.16472  0.226
H3 -2.93840 1.30587 1.42252  0.205
H4 -2.21243 -0.97702 1.96023  0.231
H5 -2.15213 -0.80243 0.25788  0.217
H6 0.32238 -1.39828 1.55553  0.216
H7 1.74068 0.29076 0.53650  0.220
C6 1.41925 -2.28826 -1.42943  -0.706
C7 0.61002 -1.08432 -1.87753  -0.277
S1 -0.92857 -1.20217 -2.16295  0.075
S2 1.64882 0.35848 -2.22826  -0.004
H8 2.12882 -2.62070 -2.26811  0.239
H9 0.67201 -3.12039 -1.24064  0.245
H10 2.05867 -2.11395 -0.54857  0.232
H11 0.48656 1.05619 -2.69011  0.173
O2 3.49278 3.16994 1.84204  -0.499
C8 3.83278 2.08020 1.76260  1.021
O3 4.03522 0.95987 1.76684  -0.520

The total energy comes out at -37773.80506 eV. As for the frontier orbital gap: 0.275 hartree. For the energy above the lowest of the compared OMol25 structures with the same formula, charge and spin, the calculation gives 4.1242 eV.